[1]
ORCA calculation (ωB97M-V with the def2-TZVPD basis set) on a structure of composition C33H51BrN8O4Rb.

Structure (XYZ):
```
98
Properties=species:S:1:pos:R:3:forces:R:3
Rb 0.378801 -1.218951 0.756826 1.166 -0.574 -0.084
C 0.919871 2.309067 2.441254 0.033 -0.070 -0.045
O 1.469862 1.008063 2.316014 -0.108 -0.007 0.074
C 2.758629 0.901751 2.888437 0.004 0.039 -0.044
C 3.101520 -0.561134 3.081247 -0.035 -0.018 -0.005
O 2.885889 -1.368703 1.934296 0.276 0.015 0.048
C 3.982569 -1.544873 1.051442 -0.065 0.073 0.031
C 4.095717 -0.477072 -0.012233 -0.047 0.050 -0.034
O 2.908730 -0.464410 -0.784292 -0.021 -0.067 -0.013
C 3.018596 0.359747 -1.930498 -0.021 -0.015 0.085
H 0.743499 2.560898 3.490379 0.013 0.008 0.032
H 1.583869 3.061840 2.004755 0.009 0.008 -0.024
H -0.032235 2.313644 1.912575 -0.016 -0.021 0.010
H 3.490247 1.418555 2.257820 0.009 0.025 -0.027
H 2.780392 1.376563 3.876550 0.011 0.037 0.025
H 4.138602 -0.639687 3.421196 0.014 -0.042 0.040
H 2.455024 -0.969798 3.858586 -0.004 -0.058 0.030
H 4.922711 -1.595180 1.609080 0.015 -0.029 0.023
H 3.820706 -2.504832 0.559777 0.015 -0.050 0.022
H 4.266747 0.512247 0.426801 0.016 0.023 -0.014
H 4.959087 -0.717645 -0.644402 0.023 0.010 -0.029
H 3.814544 0.009115 -2.593937 0.012 -0.015 -0.007
H 2.067481 0.312130 -2.458344 -0.015 -0.012 -0.004
H 3.226674 1.398237 -1.652819 -0.007 0.020 0.012
Br 1.525558 -2.553913 6.836208 0.040 0.000 -0.028
C -0.284569 -2.058892 6.594152 -0.065 -0.044 0.012
C -1.289498 -2.876717 7.083400 0.010 -0.016 0.023
C -2.612645 -2.498784 6.910796 -0.088 -0.032 -0.035
C -2.928344 -1.340846 6.213519 0.077 -0.168 0.038
C -1.907025 -0.514472 5.754089 0.050 0.099 0.024
C -0.582781 -0.869283 5.949600 -0.052 0.028 -0.025
N -4.313703 -0.965341 6.129821 0.163 0.349 -0.141
N -4.786040 -0.494656 5.082817 -0.184 -0.593 0.047
C -4.048849 -0.529448 3.854379 0.080 0.386 -0.231
C -3.932257 0.660974 3.188937 0.015 0.042 0.044
C -3.150364 0.785219 2.030539 -0.064 -0.027 0.054
C -2.500007 -0.305749 1.470357 -0.075 0.068 -0.174
O -1.808206 -0.214460 0.359131 -1.169 0.693 -0.148
C -2.663424 -1.586855 2.130414 -0.039 0.038 -0.109
N -2.034216 -2.662770 1.575840 -0.104 -0.062 0.059
C -2.252250 -3.849144 2.087364 0.001 0.111 0.014
C -3.138632 -4.079287 3.157343 0.011 -0.024 0.020
C -3.742207 -3.009177 3.747016 0.006 0.005 0.100
C -3.480282 -1.699920 3.277479 -0.076 -0.155 0.119
H -1.041801 -3.788571 7.609601 -0.011 0.016 -0.012
H -3.416833 -3.105004 7.310437 0.039 0.001 0.006
H -2.148235 0.412981 5.253238 0.057 -0.008 0.023
H 0.214981 -0.224523 5.605300 -0.020 0.016 0.001
H -4.422253 1.528491 3.616748 0.022 0.018 -0.043
H -3.041077 1.751436 1.548694 -0.017 -0.003 0.027
H -1.718472 -4.680482 1.635626 -0.025 -0.003 -0.004
H -3.329530 -5.086815 3.501094 0.012 0.004 -0.029
H -4.444478 -3.159642 4.557354 0.054 0.043 0.050
N -3.602350 3.682940 -2.250869 0.063 -0.025 0.047
C -3.010524 3.167846 -3.498243 0.037 0.012 0.012
C -3.509569 1.740759 -3.729294 -0.015 -0.006 -0.018
C -2.893866 0.745196 -2.751577 0.070 -0.029 -0.031
N -3.339374 1.033127 -1.352371 -0.006 -0.226 0.030
C -1.372148 0.786330 -2.823583 0.046 -0.022 0.055
C -0.797149 2.174974 -2.560491 -0.023 -0.022 0.027
N -0.953472 2.521486 -1.140380 0.013 0.048 -0.154
C -1.476829 3.196807 -3.477403 -0.035 0.058 0.078
H -4.571847 3.931746 -2.406884 -0.033 0.048 -0.007
H -3.124876 4.518398 -1.938929 0.024 0.045 0.015
H -3.301100 2.050410 -1.215051 -0.047 0.321 -0.040
H -3.329520 3.778210 -4.347609 0.026 0.004 -0.086
H -3.223402 1.431485 -4.737137 -0.061 -0.035 -0.011
H -4.603029 1.709425 -3.684810 0.035 0.001 0.008
H -3.220097 -0.266004 -2.994644 -0.061 -0.025 0.065
H -2.680785 0.565468 -0.623303 -0.042 -0.314 0.059
H -4.299035 0.732173 -1.199933 0.034 -0.051 0.020
H -1.087087 0.482981 -3.834013 -0.008 -0.028 -0.002
H -0.945160 0.044878 -2.143264 -0.007 -0.020 0.000
H 0.260324 2.146081 -2.847380 0.071 -0.001 -0.027
H -0.397243 3.336473 -0.912974 -0.007 0.021 0.028
H -0.648492 1.755670 -0.546197 -0.033 0.026 0.006
H -1.143614 2.980503 -4.497173 0.013 0.077 0.015
H -1.124612 4.207034 -3.244160 -0.025 -0.025 0.006
C 0.811168 -3.499056 -1.805884 0.110 0.083 -0.027
C 0.927098 -4.916562 -2.425362 -0.216 0.083 -0.104
N -0.162336 -5.109286 -3.385140 -0.010 0.039 -0.015
C -1.445303 -4.905327 -2.705601 0.061 0.059 -0.005
C -1.542522 -3.447099 -2.169573 0.024 -0.047 -0.043
N -0.279633 -2.741109 -2.425053 0.002 0.058 0.046
C -0.047137 -2.685142 -3.872449 -0.025 -0.066 0.022
C -0.030036 -4.124904 -4.462418 -0.009 -0.001 0.098
H 1.732370 -2.924671 -1.937462 0.034 -0.024 0.085
H 0.590426 -3.563015 -0.739821 0.064 -0.104 0.109
H 0.859680 -5.693496 -1.662206 0.001 -0.002 0.001
H 1.874895 -5.046616 -2.949321 0.004 -0.005 -0.015
H -1.517879 -5.632185 -1.894440 -0.002 0.002 0.002
H -2.246153 -5.123297 -3.413679 -0.004 -0.004 0.000
H -1.742177 -3.414308 -1.096025 -0.003 -0.001 -0.004
H -2.342431 -2.893503 -2.668453 -0.003 -0.008 0.006
H 0.901633 -2.170602 -4.044681 0.003 0.000 -0.004
H -0.839154 -2.080371 -4.321144 0.005 -0.001 -0.018
H 0.899615 -4.323420 -4.996986 0.010 0.001 -0.016
H -0.852567 -4.275475 -5.163257 -0.003 -0.007 -0.001
```
Forces are in eV/Å.

The charge is +1. The value obtained for the energy relative to the best compared isomer or geometry (same formula, charge and spin) is 46.00 kJ/mol. The value obtained for the electronic energy is -125851.183 eV. The orbital gap comes out at 7.391 eV. For the HOMO energy, the calculation gives -9.40 eV. Its spin multiplicity is 1.



[2]
ORCA calculation (ωB97M-V with the def2-TZVPD basis set) on a cluster of 14 separate species, C33H51Cl29N2OS in total.

Structure (XYZ):
```
117
Properties=species:S:1:pos:R:3:forces:R:3
C 0.289472 2.040797 3.457084 0.179 0.626 -0.786
C 1.624653 2.488321 2.571230 -0.506 -1.256 0.613
C 1.534046 1.760491 1.094725 1.234 0.010 0.501
N 0.640916 2.473311 0.103305 -1.839 -1.764 -0.368
C -0.191002 1.525311 -0.731158 -1.474 -2.318 -2.368
C 0.605205 0.682882 -1.936423 -3.417 -0.311 -0.192
C 2.255395 0.880619 -2.127503 -0.806 -0.953 0.648
C 2.862743 0.042978 -3.401579 -0.519 0.783 -0.504
C 3.006767 -1.572252 -3.164130 -2.102 -0.667 -1.425
C 4.403632 -2.225297 -3.776227 -1.190 -2.268 -2.859
O 4.092408 -2.847821 -5.103678 -1.083 -0.791 1.434
C -0.254599 -0.343669 -2.931492 -2.096 1.824 2.153
C -1.890806 -0.594589 -2.772563 2.237 3.211 3.456
C -2.634264 0.223888 -1.561875 3.408 0.714 0.230
C -1.822394 1.265927 -0.535680 2.561 -1.355 -2.397
N -2.533335 1.992614 0.583176 -0.643 -3.532 -0.113
C -3.384378 1.052528 1.435138 -1.879 -2.201 2.925
C -3.280343 1.020830 3.076469 -2.487 -2.650 -2.019
C -4.250344 -0.034444 3.937288 -0.343 0.307 -4.093
C -5.355628 -1.041246 3.233439 2.424 2.541 -2.487
C -5.455464 -1.017277 1.594717 3.226 2.724 1.668
Cl -6.616062 -2.118356 0.586976 1.909 1.774 1.813
C -4.478802 -0.008411 0.745871 0.752 0.375 2.463
S -4.495046 0.042219 -1.164990 2.142 -0.022 1.737
H -0.468769 2.954745 3.394846 1.406 -2.042 0.536
H -0.210944 1.108295 2.948169 0.936 1.742 1.102
H 0.596381 1.772424 4.558535 -0.839 0.719 -2.151
H 2.567110 2.054278 3.161889 -2.082 1.176 -1.698
H 1.685099 3.658323 2.533658 0.022 -2.263 -0.185
H 1.130266 0.648530 1.199176 1.175 2.251 -0.025
H 2.631758 1.781782 0.636554 -2.254 -0.352 0.974
H 0.080006 3.240316 0.534690 0.559 -1.122 -0.501
H 2.721648 0.399956 -1.139218 -0.877 1.324 -2.097
H 2.536639 2.037110 -2.203831 -0.779 -2.575 0.253
H 3.935972 0.501562 -3.631835 -2.443 -1.017 0.339
H 2.134315 0.259206 -4.317603 1.768 -0.501 1.810
H 2.126301 -2.166877 -3.708716 1.887 1.372 1.090
H 2.948233 -1.825838 -2.019819 -1.121 0.233 -2.689
H 4.744239 -3.073088 -3.036402 -0.564 1.353 -2.077
H 5.253293 -1.442057 -3.959650 -1.913 -1.967 -0.624
H 3.382305 -3.568889 -4.972557 1.713 1.766 -0.107
H 0.269496 -0.966061 -3.802558 -1.159 1.704 2.246
H -2.513994 -1.331073 -3.438229 1.484 1.642 1.471
H -1.894214 2.569783 1.171784 -0.647 -0.944 -0.640
H -2.508757 1.708061 3.672128 -1.916 -1.697 -1.556
H -4.092940 -0.012725 5.111427 -1.284 -0.204 -3.954
H -6.063969 -1.759432 3.837679 1.694 1.704 -1.306
C 6.137233 -0.818977 -0.890673 0.399 0.393 -0.253
Cl 5.932407 -1.523542 0.717531 0.026 -0.094 0.230
Cl 4.771672 -1.219689 -1.939391 4.260 3.163 7.164
H 6.206923 0.267503 -0.796915 0.005 -0.262 0.062
H 7.054954 -1.210480 -1.336466 -0.430 0.053 0.426
C 0.763841 -4.263679 -1.101455 -0.067 -0.062 0.627
Cl 0.240989 -2.590650 -1.330115 0.046 -0.545 0.318
Cl 1.295727 -4.978296 -2.628399 0.143 0.104 -0.217
H 1.594141 -4.283094 -0.391306 -0.133 0.000 -0.280
H -0.072117 -4.847126 -0.707779 0.168 0.098 -0.236
C -3.231626 -0.789536 8.348849 0.340 -0.103 0.459
Cl -3.225067 -0.183170 6.688439 1.025 -0.475 1.698
Cl -4.854692 -1.293247 8.835744 0.077 0.018 0.046
H -2.557584 -1.646903 8.417226 -0.253 0.188 -0.106
H -2.889333 0.003254 9.018579 -0.179 -0.158 -0.213
C -9.835019 -3.228324 -0.863670 0.354 0.039 0.069
Cl -10.437847 -2.811717 -2.472309 0.122 0.011 -0.011
Cl -11.161894 -3.666674 0.219098 0.085 -0.023 0.090
H -9.150469 -4.075823 -0.948681 -0.286 0.154 -0.027
H -9.306213 -2.367161 -0.447760 -0.274 -0.154 -0.123
C 5.982741 1.168905 3.170254 0.019 -0.144 -0.370
Cl 4.516813 0.945255 4.132397 0.163 -0.252 0.033
Cl 7.276973 1.883519 4.139495 0.147 -0.058 -0.057
H 6.314001 0.197391 2.795397 -0.089 0.283 0.243
H 5.759642 1.831826 2.330622 0.021 -0.054 0.318
C 6.117423 5.332153 4.555259 0.395 0.077 -0.071
Cl 4.936323 4.416392 3.611295 -0.007 0.111 -0.105
Cl 5.374376 6.029355 5.999877 0.094 0.026 -0.005
H 6.926159 4.662946 4.858898 -0.338 0.080 -0.043
H 6.518630 6.138970 3.936955 -0.245 -0.178 0.160
C 9.870509 0.182981 -2.035274 0.463 0.177 0.002
Cl 8.689409 -0.732780 -2.979237 0.376 -0.099 -0.235
Cl 9.127463 0.880183 -0.590654 0.149 0.046 0.024
H 10.679245 -0.486226 -1.731634 -0.336 0.095 -0.038
H 10.271716 0.989797 -2.653577 -0.254 -0.193 0.138
C 7.260164 0.245070 -6.057766 0.004 -0.437 0.000
Cl 8.480467 1.311761 -6.763256 0.094 -0.086 0.042
Cl 5.769288 1.128093 -5.707491 -0.013 -0.086 0.052
H 7.039677 -0.559301 -6.763784 -0.010 0.319 0.102
H 7.650602 -0.176557 -5.128246 -0.145 0.319 -0.365
C -7.472401 2.369077 -1.634034 0.385 -0.073 0.201
Cl -8.075230 2.785685 -3.242673 0.057 0.067 -0.093
Cl -8.799277 1.930727 -0.551266 0.075 -0.028 0.066
H -6.787852 1.521577 -1.719044 -0.272 0.225 -0.024
H -6.943596 3.230240 -1.218124 -0.242 -0.189 -0.141
C -4.897439 3.287577 7.161315 0.044 -0.148 0.312
Cl -5.420290 4.960606 6.932656 -0.010 -0.016 0.127
Cl -4.365554 2.572959 5.634372 -0.262 0.502 0.028
H -4.067138 3.268161 7.871464 -0.160 0.084 -0.254
H -5.733396 2.704129 7.554992 0.164 0.175 -0.223
C 1.380199 -8.681024 -2.790861 0.322 0.059 -0.073
Cl 0.199099 -9.596785 -3.734824 0.099 -0.001 -0.058
Cl 0.637151 -7.983822 -1.346241 0.053 -0.195 0.127
H 2.188935 -9.350231 -2.487221 -0.319 0.125 -0.015
H 1.781405 -7.874207 -3.409164 -0.231 -0.140 0.173
C 1.322151 5.828726 -0.389218 0.226 -0.071 -0.478
Cl -0.143776 5.605076 0.572925 -0.180 0.155 0.003
Cl 2.616383 6.543341 0.580022 0.025 -0.045 -0.057
H 1.653410 4.857212 -0.764075 -0.154 0.131 0.258
H 1.099051 6.491647 -1.228850 -0.019 -0.086 0.347
C -7.481733 1.728180 -6.894562 -0.274 0.166 0.218
Cl -5.863927 2.386957 -7.165481 -0.035 0.090 0.068
Cl -7.667762 0.155199 -7.679584 -0.106 -0.005 0.033
H -7.642810 1.610813 -5.820147 0.156 -0.051 -0.300
H -8.221134 2.420263 -7.305084 0.265 -0.213 -0.004
C -4.265132 -5.306535 1.642487 -0.298 0.163 0.176
Cl -2.647326 -4.647758 1.371569 -0.010 0.139 0.059
Cl -4.451161 -6.879516 0.857466 -0.100 -0.005 0.040
H -4.426209 -5.423903 2.716903 0.159 -0.042 -0.297
H -5.004532 -4.614453 1.231966 0.271 -0.167 -0.007
```
Forces are in eV/Å.

The value obtained for the electronic energy is -414038.396 eV. The orbital gap comes out at 7.512 eV. For the HOMO energy, the calculation gives -7.73 eV. Its spin multiplicity is 1.